# 1
{
  "formula": "C5H4",
  "method": "the ωB97M-V functional and the def2-TZVPD basis",
  "molar_mass_g_mol": 64.09,
  "e_lumo_ev": -0.63,
  "e_above_lowest_ev": 2.228,
  "charge": 0,
  "total_energy_ha": -192.7123,
  "orbital_gap_ev": 8.96,
  "elements": ["C", "C", "C", "C", "C", "H", "H", "H", "H"],
  "positions_angstrom": [[-1.31517, -0.34540, 0.20998], [-0.56634, 1.66622, -0.93849], [-0.21414, 0.55264, -0.33265], [1.16754, 0.21937, -0.16852], [2.32491, -0.06981, 0.00962], [-1.05649, -0.65238, 1.22640], [-1.41854, -1.23604, -0.41535], [-2.27168, 0.18333, 0.23615], [3.34991, -0.31793, 0.17284]]
}

# 2
{
  "formula": "C5H4",
  "method": "the ωB97M-V functional and the def2-TZVPD basis",
  "molar_mass_g_mol": 64.09,
  "e_lumo_ev": 1.04,
  "e_above_lowest_ev": 1.289,
  "smiles": "C#CC=C=C",
  "charge": 0,
  "total_energy_ha": -192.7468,
  "orbital_gap_ev": 10.15,
  "elements": ["C", "C", "C", "C", "C", "H", "H", "H", "H"],
  "positions_angstrom": [[-1.99831, -0.49840, 0.07678], [1.40793, 0.40453, -0.00418], [0.14694, 0.95288, 0.01132], [-0.92701, 0.24221, -0.00352], [2.41633, -0.24785, 0.05920], [-2.43353, -0.78564, 0.94705], [-2.24992, -1.03600, -0.74157], [3.40005, -1.03106, -0.04788], [0.23751, 1.99932, -0.29720]]
}

# 3
{
  "formula": "C5H40NO14",
  "method": "the ωB97M-V functional and the def2-TZVPD basis",
  "molar_mass_g_mol": 338.37,
  "e_lumo_ev": -2.76,
  "e_above_lowest_ev": 4.221,
  "charge": 1,
  "total_energy_ha": -1322.3460,
  "orbital_gap_ev": 10.45,
  "elements": ["C", "O", "C", "C", "C", "C", "N", "H", "H", "H", "H", "H", "H", "H", "H", "H", "H", "H", "H", "H", "H", "H", "H", "O", "H", "H", "O", "H", "H", "O", "H", "H", "O", "H", "H", "O", "H", "H", "O", "H", "H", "O", "H", "H", "O", "H", "H", "O", "H", "H", "O", "H", "H", "O", "H", "H", "O", "H", "H", "O"],
  "positions_angstrom": [[-1.51698, -1.65478, 0.09479], [-1.51878, -2.93662, 0.75911], [-1.18684, -0.70113, 1.26795], [-2.38262, -0.50443, 2.17065], [-3.33616, 0.60510, 1.70564], [-1.77080, -0.21856, 3.61958], [-0.44942, 0.49144, 0.65632], [-0.85079, -1.73054, -0.76879], [-2.47932, -1.34276, -0.31924], [-2.42378, -3.25902, 0.81127], [-0.37199, -1.24917, 1.72608], [-2.75495, -1.47536, 2.50711], [-4.11828, 0.10510, 1.10363], [-2.72123, 1.35171, 1.22212], [-3.87142, 1.17651, 2.46091], [-2.10693, -1.02615, 4.30882], [-0.69724, -0.15374, 3.54679], [-2.29355, 0.59443, 4.10063], [0.16324, 0.20336, -0.11068], [-1.03340, 1.15042, 0.12482], [0.24905, 1.03644, 1.17075], [3.14063, 2.47375, 3.28832], [2.96532, 0.98660, 2.99002], [2.94818, 1.85517, 2.57582], [2.50734, -0.83578, 1.76877], [2.35432, 0.00246, 0.46546], [1.89727, -0.59849, 1.06262], [1.43043, -1.48398, 4.18806], [0.55281, -0.38410, 4.57952], [1.47220, -0.52925, 4.31732], [-1.72961, 0.25648, -2.99513], [-2.42027, 0.20884, -4.47155], [-2.48252, -0.00379, -3.54237], [4.33656, -1.71699, -2.65946], [3.37317, -0.83090, -3.55062], [3.90993, -0.91528, -2.75594], [1.63851, 3.75146, -1.67169], [1.27227, 3.71694, -3.10897], [0.84867, 3.76640, -2.24087], [2.77903, 3.46409, 0.43868], [3.73889, 3.28221, -0.77872], [2.95126, 2.95373, -0.33602], [1.49253, -1.14969, -2.64164], [0.42257, -1.86561, -3.48644], [1.34143, -1.57472, -3.51086], [-3.89438, -2.99873, -2.35728], [-3.21538, -2.33896, -3.47026], [-3.22752, -2.31435, -2.50550], [2.78516, -0.31515, -1.73548], [2.12700, 0.98367, -1.62286], [1.89725, 0.06624, -1.38678], [-1.25260, 3.50867, -0.12967], [-2.32674, 2.70241, -0.88801], [-1.96332, 2.87028, -0.01850], [0.17265, 1.08784, -2.26930], [-0.63369, 2.33348, -2.36829], [-0.70107, 1.42667, -2.03630], [0.05330, -3.65348, 1.58791], [0.97666, -2.54946, 1.29428], [0.86335, -3.25461, 1.94132]]
}